1.
Computed, not measured: a molecular structure, C28H50AsF6N4NaO6S3, with wB97M-V/def2-TZVPD.

Structure (XYZ):
```
99
Properties=species:S:1:pos:R:3
Na 34.28224 -2.21963 2.37601
As 29.64698 -3.89615 3.32164
F 28.35411 -4.51139 2.35986
F 30.81896 -4.94840 2.43525
F 31.00194 -3.10925 4.13880
F 28.50830 -2.86249 4.23960
F 29.49237 -5.24228 4.52825
F 29.77877 -2.51470 2.23363
C 29.92311 3.14923 6.67404
C 28.83646 3.10358 5.60728
C 29.21755 2.98382 4.14343
C 30.43998 2.15145 3.95899
N 31.46627 1.52077 3.82687
H 30.35024 4.15135 6.71149
H 30.83248 2.58847 6.45789
H 29.44521 2.71488 7.55213
H 28.30699 4.05202 5.69810
H 28.07450 2.37585 5.88642
H 29.49115 3.94736 3.71351
H 28.45300 2.53914 3.50638
C 24.13207 -6.36373 6.61287
C 25.03603 -5.94180 7.70745
C 25.28128 -6.98849 8.75249
C 26.31476 -8.07719 8.35569
N 27.11578 -8.87558 8.14644
H 24.55470 -7.24262 6.12601
H 23.83290 -5.63960 5.85507
H 23.17348 -6.73502 6.97529
H 24.60777 -5.09791 8.24831
H 26.00569 -5.58430 7.36098
H 24.37725 -7.23725 9.30834
H 25.82350 -6.39076 9.48515
C 34.73949 -6.01490 6.40329
C 35.03725 -6.84144 5.13485
C 34.05012 -8.07431 4.97781
C 34.23280 -9.07450 6.01923
N 34.42812 -9.95647 6.73857
H 33.79787 -5.46679 6.37079
H 35.58001 -5.32103 6.41590
H 34.68369 -6.73168 7.22256
H 36.08343 -7.13955 5.06602
H 34.87092 -6.36814 4.16716
H 34.05671 -8.62141 4.03507
H 32.99315 -7.80805 4.97934
C 25.87870 -7.46525 -1.94224
C 25.40325 -6.22266 -2.68112
C 24.46720 -6.78545 -3.83727
S 24.90213 -8.51563 -4.18050
O 26.02170 -8.57279 -5.13422
O 23.67113 -9.23526 -4.51111
C 25.40192 -8.90723 -2.53000
H 25.44792 -7.36406 -0.94610
H 26.92900 -7.36386 -1.66894
H 26.29949 -5.80005 -3.13528
H 24.94244 -5.41653 -2.11023
H 24.62366 -6.14020 -4.70171
H 23.39525 -6.74223 -3.64449
H 26.02957 -9.79834 -2.52064
H 24.44771 -9.06283 -2.02665
C 32.03692 -9.44024 -1.29629
C 31.38124 -9.91998 -2.62788
C 32.41211 -9.71589 -3.82405
S 33.17222 -8.16058 -3.45632
O 32.45261 -7.09068 -4.22913
O 34.63710 -8.24862 -3.41322
C 32.54942 -8.03142 -1.58600
H 32.90599 -10.08924 -1.18850
H 31.45133 -9.52739 -0.38109
H 30.46077 -9.37635 -2.84074
H 31.20477 -10.98773 -2.49810
H 32.06681 -9.50576 -4.83632
H 33.16365 -10.50408 -3.86934
H 31.72185 -7.32273 -1.61704
H 33.27895 -7.58122 -0.91278
C 29.17124 -0.72449 -2.82426
C 29.60714 0.39064 -1.89853
C 31.08184 0.28884 -1.82737
S 31.73734 -1.27783 -2.36825
O 32.48618 -1.81568 -1.23715
O 32.33566 -1.10188 -3.67614
C 30.00734 -2.00035 -2.58019
H 29.48767 -0.37572 -3.80728
H 28.14017 -1.07630 -2.78942
H 29.28015 0.15281 -0.88629
H 29.14601 1.35089 -2.12956
H 31.42766 0.37433 -0.79723
H 31.62456 0.93833 -2.51420
H 29.73018 -2.47059 -1.63671
H 30.08504 -2.77112 -3.34699
N 28.64664 -10.25991 3.34062
C 27.42467 -10.02397 2.78852
C 27.05630 -11.14418 2.03221
C 28.05220 -12.09017 2.15999
C 29.07004 -11.53164 2.93120
H 28.97110 -9.68161 4.10245
H 26.92276 -9.11766 3.09364
H 26.14435 -11.21864 1.45844
H 28.08121 -13.07144 1.70978
H 30.03336 -11.91230 3.23696
```

Calculated total energy ... -162155.4472 eV

Here are the Mulliken charges for atoms 1 to 4, given in e: atom 1 (Na): 0.98, atom 2 (As): 2.08, atom 3 (F): -0.47, atom 4 (F): -0.54



2.
Computed, not measured: 13 unconnected molecules or ions with the total composition C36H106N13O13P3, with wB97M-V/def2-TZVPD.

Structure (XYZ):
```
171
Properties=species:S:1:pos:R:3
C -1.08403 -2.40250 -1.94127
C -1.84448 -1.65703 -3.08700
O -1.38293 -1.53374 -4.23395
N -3.05694 -1.09688 -2.71406
C -3.68284 -1.33895 -1.37496
H -0.89156 -1.57225 -1.20928
H -0.11615 -2.78457 -2.28835
H -1.67274 -3.20734 -1.48892
H -3.68742 -0.82156 -3.44957
H -3.05349 -1.08592 -0.54270
H -3.89409 -2.41967 -1.30706
H -4.51931 -0.69946 -1.30950
C -0.47431 3.10896 -4.75245
C 0.81111 3.90455 -4.40643
O 0.69805 4.98189 -3.80256
N 2.04680 3.52528 -4.84080
C 3.19809 4.41142 -4.57904
H -0.61400 3.00121 -5.80009
H -1.27593 3.68001 -4.32978
H -0.36298 2.15899 -4.25499
H 2.12869 2.58550 -5.23134
H 4.17341 3.84282 -4.57522
H 3.05329 4.86552 -3.58364
H 3.22210 5.25239 -5.29306
C 1.42142 1.85853 -1.10576
C 0.98885 0.88000 -0.01254
O 1.72172 0.31351 0.80885
N -0.34093 0.60148 -0.04263
C -1.26874 1.41962 -0.80194
H 1.19677 1.32752 -2.06933
H 2.46450 2.03991 -1.04385
H 0.87752 2.77054 -1.01714
H -0.65591 0.19341 0.89703
H -2.27841 1.24281 -0.35963
H -1.21258 1.13359 -1.80633
H -1.05508 2.48395 -0.71564
C -2.78138 2.26304 2.56728
C -2.23392 0.89638 2.93210
O -2.42496 -0.16157 2.27237
N -1.45835 0.96272 3.96691
C -0.60821 -0.12822 4.37427
H -3.73646 2.09680 2.07159
H -2.00628 2.83488 2.01332
H -2.96398 2.85343 3.47648
H -1.09786 1.93981 4.17995
H 0.01445 0.16972 5.17449
H 0.08426 -0.48253 3.57847
H -1.20708 -0.94172 4.67303
O -0.92970 3.73781 4.74598
P 0.29360 4.59725 4.54238
N -0.27432 6.00879 3.80581
C -1.68898 6.18066 3.33598
C 0.53428 7.29979 3.84004
N 1.53036 3.86103 3.57090
C 1.21218 3.71173 2.10108
C 2.15250 2.59821 4.11913
N 1.07648 5.03235 5.97716
C 2.45353 5.29149 6.10413
C 0.26276 5.26517 7.18422
H -2.41517 6.50623 4.09773
H -1.92701 5.18077 2.96380
H -1.68874 6.88616 2.53769
H 1.48018 7.19489 4.29521
H -0.08519 8.08161 4.36596
H 0.71669 7.65689 2.82450
H 2.12004 3.23410 1.58881
H 0.27410 3.05299 1.98431
H 1.03490 4.72011 1.58680
H 2.66985 2.04451 3.36826
H 2.92539 2.87845 4.80841
H 1.40188 1.89568 4.51060
H 2.59203 6.33726 6.35098
H 3.01787 4.69198 6.85272
H 2.90432 5.13750 5.16353
H 0.55829 6.27777 7.52968
H 0.48658 4.57638 7.97540
H -0.80205 5.12367 6.97471
O 3.22046 0.73602 -5.55319
P 3.11827 -0.74149 -5.45473
N 4.28790 -1.55577 -6.23956
C 4.19853 -1.93113 -7.67700
C 5.66722 -1.18557 -5.96931
N 1.66005 -1.27567 -5.96837
C 1.19933 -2.58930 -5.53169
C 0.60934 -0.28230 -6.37438
N 3.46170 -1.14136 -3.88723
C 3.80569 -2.46574 -3.43730
C 3.42372 -0.18301 -2.75843
H 3.25320 -2.38372 -7.97816
H 5.08599 -2.57773 -7.80558
H 4.32167 -1.03790 -8.36382
H 5.87994 -0.18766 -6.36423
H 6.43282 -1.91280 -6.35869
H 5.83424 -1.22245 -4.88019
H 0.21848 -2.41264 -5.14951
H 1.08876 -3.29040 -6.46180
H 1.84214 -3.03794 -4.83676
H 1.08926 0.67791 -6.48176
H 0.16110 -0.53061 -7.34524
H -0.21662 -0.20724 -5.64388
H 3.06332 -2.84570 -2.70917
H 3.83654 -3.20149 -4.21960
H 4.83141 -2.57347 -3.02981
H 3.14243 0.74736 -3.18548
H 4.35801 -0.18877 -2.32986
H 2.68272 -0.46437 -2.01698
O -1.87197 -5.53308 0.15657
P -1.50752 -6.14580 1.45550
N -2.91855 -6.27443 2.32013
C -3.06029 -7.20113 3.42021
C -3.95099 -5.24458 2.24776
N -0.36966 -5.33923 2.34564
C 0.85063 -4.95939 1.69653
C -0.86535 -4.50258 3.52673
N -0.77410 -7.60125 1.28211
C -1.32784 -8.51191 0.22944
C 0.06897 -8.31712 2.13379
H -3.92581 -7.76805 3.13399
H -3.18718 -6.66699 4.38218
H -2.14795 -7.80092 3.52090
H -3.79013 -4.53846 1.47991
H -4.16309 -4.67928 3.19749
H -4.96430 -5.68774 2.04940
H 0.88168 -3.87148 1.45584
H 1.67132 -5.17475 2.35250
H 0.98173 -5.55273 0.81523
H 0.02721 -4.14510 4.05510
H -1.46246 -3.63332 3.07597
H -1.60692 -5.08754 4.11500
H -1.94043 -9.33978 0.62927
H -1.95944 -7.98726 -0.48898
H -0.42908 -8.92579 -0.32530
H 0.18711 -7.83021 3.15118
H 1.13055 -8.33096 1.72328
H -0.21807 -9.36083 2.25116
C -7.16141 1.81514 -0.26750
O -5.74502 1.71608 -0.23922
H -7.44582 1.83284 -1.36549
H -7.68094 1.04622 0.21885
H -7.54796 2.76355 0.16859
H -5.46343 1.07778 0.42029
C -3.88761 -5.20994 -3.02984
O -4.06470 -4.90880 -1.67194
H -3.44239 -4.32953 -3.58665
H -3.22904 -6.03833 -3.23829
H -4.89224 -5.35061 -3.35092
H -3.23597 -5.17799 -1.24186
C -5.50435 -1.85689 1.92927
O -5.18625 -0.50889 1.67130
H -5.01362 -2.25691 2.80666
H -6.55244 -1.95130 2.11461
H -5.24468 -2.51428 1.07148
H -4.24884 -0.46118 1.75111
C 5.27049 -0.07256 1.58894
O 4.35219 0.96549 1.26220
H 6.20244 0.41327 1.72523
H 5.04744 -0.60426 2.48288
H 5.25879 -0.83048 0.80472
H 3.41203 0.69375 1.23132
C 5.21177 4.21009 2.79999
O 5.02701 2.83784 3.00703
H 5.04310 4.72820 3.77848
H 6.25682 4.58037 2.61512
H 4.53752 4.74169 2.09766
H 5.11032 2.41363 2.14925
C -1.40301 5.81722 -1.54630
O -0.74408 4.59783 -1.30061
H -1.99977 5.77138 -2.48198
H -1.97505 5.93704 -0.66041
H -0.74740 6.69771 -1.68837
H -0.27396 4.36384 -2.12371
```

Calculated total energy ... -112909.5598 eV

Here are the Mulliken charges for atoms 1 to 4, given in e: atom 1 (C): 0.18, atom 2 (C): 0.41, atom 3 (O): -0.78, atom 4 (N): 0.06



Looking at frontier orbital gap for the records above, in order, we have 5.209; 8.949 eV.
Looking at E_HOMO for the records above, in order, we have -7.84; -8.42 eV.